[1]
A 2-piece molecular cluster, C6H13O2 overall in a non-equilibrium geometry, computed with ωB97M-V/def2-TZVPD.

Last column: Löwdin charge in e.
Cartesian coordinates (Å):
O -1.224 0.582 -3.172  -0.15
H 0.977 3.457 2.186  0.07
C 0.638 -1.226 -1.249  -0.51
C -0.023 -1.641 0.072  -0.23
C 0.074 2.819 2.110  -0.15
C 0.202 1.360 2.464  -0.17
C 0.130 0.463 1.476  -0.14
H 0.054 -2.721 0.127  0.09
H -1.096 -1.435 0.155  0.10
H 0.905 -0.132 -1.358  0.09
O -0.109 -1.671 -2.292  -0.35
H -0.132 3.005 1.053  0.07
H 0.446 -1.568 2.211  0.10
H 1.685 -1.659 -1.214  0.09
H -0.197 0.899 0.536  0.10
H -0.650 3.420 2.665  0.05
H -0.940 -0.353 -2.926  -0.02
C 0.598 -0.941 1.322  -0.22
H 1.668 -0.973 1.061  0.11
H 0.448 1.117 3.492  0.09
H -1.572 0.780 -2.312  -0.02

The calculation puts the HOMO energy at -3.06 eV. As for the molar mass: 117.2 Da. The calculation puts the HOMO-LUMO gap at 0.2407 hartree. Its total charge is -1. The spin multiplicity is 1.

---

[2]
A 2-piece molecular cluster, C6H13O2P overall in a non-equilibrium geometry, computed with ωB97M-V/def2-TZVPD.

Last column: Löwdin charge in e.
Cartesian coordinates (Å):
H -2.169 0.113 2.080  -0.03
C 0.780 1.652 0.730  -0.07
H 1.216 -0.869 2.000  0.09
O -2.175 -0.918 -0.143  -0.41
O -0.948 -1.657 -0.305  -0.14
H -0.010 1.690 -2.472  0.03
H -0.505 -1.394 2.165  0.06
H 0.730 -0.631 -2.013  0.09
H -1.432 2.004 -1.704  -0.02
H 1.478 -2.048 -0.984  0.10
C 0.396 -1.506 1.567  0.00
H 0.710 1.776 1.765  0.05
H 0.487 2.668 0.176  0.13
H 0.826 -2.541 1.313  0.11
C 1.113 -1.011 -1.024  -0.02
P -2.045 0.574 0.586  0.91
C -0.795 1.174 -1.912  0.01
H -1.256 0.208 -2.131  0.02
H 1.959 -0.435 -0.733  0.07
C 0.185 -0.831 0.141  -0.59
C -0.266 0.565 0.447  -0.42
H 1.723 1.417 0.452  0.03

The calculation puts the HOMO energy (spin up / spin down) at -7.94 / -8.42 eV. As for the molar mass: 148.1 Da. The calculation puts the HOMO-LUMO gap (spin up / spin down) at 0.2948 / 0.3114 hartree. Its total charge is 0. The spin multiplicity is 1.

---

[3]
A 2-piece molecular cluster, C6H13O3 overall in a non-equilibrium geometry, computed with ωB97M-V/def2-TZVPD.

Last column: Löwdin charge in e.
Cartesian coordinates (Å):
O 1.538 1.443 1.659  -0.18
C 0.470 2.082 1.036  -0.22
H 0.028 -3.189 -1.633  0.07
H -1.713 2.352 1.173  0.11
H 0.063 -3.417 0.144  0.07
H -0.838 -1.171 -2.447  0.08
H 0.906 -0.490 1.202  0.08
O -1.115 0.849 2.386  0.03
H 0.425 1.885 -0.053  0.12
C -1.852 0.392 -1.307  -0.19
H -1.446 1.417 -1.273  -0.07
O -0.849 -1.706 -0.468  -0.26
C 1.802 0.150 1.163  -0.11
C -0.790 -0.641 -1.472  -0.42
H 1.157 -2.233 -0.633  0.06
H -2.625 0.335 -2.092  -0.06
H 0.605 3.172 1.140  0.12
H 2.155 0.194 0.119  0.08
C 0.141 -2.673 -0.660  -0.20
H 2.588 -0.291 1.788  0.09
C -0.884 1.763 1.620  -0.25
H 0.235 -0.223 -1.390  0.07

The calculation puts the HOMO energy at -1.42 eV. As for the molar mass: 133.2 Da. The calculation puts the HOMO-LUMO gap at 0.1855 hartree. Its total charge is -1. The spin multiplicity is 1.

---

[4]
An isolated ion of composition C6H13O4P2S and charge -1 in a non-equilibrium geometry, computed with ωB97M-V/def2-TZVPD.

Last column: Löwdin charge in e.
Cartesian coordinates (Å):
H 1.041 2.736 0.943  0.04
C 0.827 1.879 0.416  -0.31
C 1.414 0.684 0.590  -0.68
O -1.990 -2.645 0.492  -0.15
H 0.962 -3.534 -1.120  0.02
H -1.850 -1.879 0.049  -0.03
C -1.700 2.366 0.168  -0.18
H -0.133 2.950 -1.277  0.13
C -0.341 2.060 -0.535  -0.25
H -2.655 2.417 -0.446  0.13
H -0.480 -2.964 -1.628  0.04
H 1.764 -1.716 0.478  -0.02
H -1.700 3.272 0.877  0.14
P 3.006 0.559 1.666  0.69
H 3.799 -0.490 1.207  -0.18
O -0.066 -2.708 1.846  -0.37
S -0.576 -3.315 0.618  0.49
H 2.656 -0.243 2.775  -0.15
H 1.717 -0.767 -1.372  -0.05
O -3.039 0.684 1.038  0.03
O -0.761 -4.728 0.590  -0.33
C -1.976 1.244 1.029  -0.35
C 0.281 -2.760 -0.876  -0.54
P 0.736 -0.954 -0.363  0.68
H -0.442 1.185 -1.202  0.06
H -1.173 0.848 1.650  0.12

The calculation puts the HOMO energy at -2.91 eV. As for the molar mass: 243.2 Da. The calculation puts the HOMO-LUMO gap at 0.2333 hartree. Its total charge is -1. The spin multiplicity is 1.

---

[5]
A 2-piece molecular cluster, C6H13O5P overall in a non-equilibrium geometry, computed with ωB97M-V/def2-TZVPD.

Last column: Löwdin charge in e.
Cartesian coordinates (Å):
O -0.663 -1.644 -2.044  -0.35
H -1.153 2.518 0.770  0.12
H 0.759 1.077 1.548  0.14
O 1.820 1.589 -0.032  -0.03
H -1.580 2.868 -0.886  0.09
O -1.309 -3.133 0.469  -0.03
H 2.703 1.323 -0.215  0.08
C -1.857 -2.167 1.299  -0.36
H -1.740 -2.523 2.410  0.17
C -0.895 0.927 -0.812  -0.38
O -2.239 -1.145 0.862  0.06
H -1.195 -2.964 -0.491  0.05
C 2.060 -0.417 1.481  -0.05
H 1.770 -1.437 1.523  0.05
H -1.934 0.413 -0.536  0.17
H 3.031 -0.504 0.993  0.08
C -0.820 2.336 -0.325  -0.07
C 0.193 0.022 -0.294  -0.39
H -0.574 -1.021 -2.725  0.00
H 0.231 1.104 -2.491  0.06
H 2.189 -0.206 2.463  0.04
H 0.121 2.719 -0.449  0.03
O -0.670 1.176 -2.242  -0.06
C 1.156 0.564 0.683  -0.46
P 0.596 -1.474 -0.959  1.03

The calculation puts the HOMO energy at -8.93 eV. As for the molar mass: 196.1 Da. The calculation puts the HOMO-LUMO gap at 0.3375 hartree. As for the SMILES: C[C@@H](O)C(=PO)[C@@H](C)O.O=CO. Its total charge is 0. The spin multiplicity is 1.

---

[6]
A 2-piece molecular cluster, C6H13O8S overall in a non-equilibrium geometry, computed with ωB97M-V/def2-TZVPD.

Last column: Löwdin charge in e.
Cartesian coordinates (Å):
C 2.927 -0.011 2.080  0.02
C 0.321 0.850 0.216  -0.09
H 0.707 -0.585 -5.280  0.22
H 0.288 0.925 1.371  0.14
H 1.359 0.203 -4.009  0.22
H 2.539 -1.094 2.019  0.10
C 2.568 0.820 0.744  -0.39
O 0.785 -0.547 -4.297  0.35
O -0.128 -1.560 -0.040  -0.03
H -1.460 2.237 1.826  0.08
H -3.291 2.099 1.869  0.11
H -2.362 2.395 0.229  0.09
C -2.370 1.834 1.230  -0.14
H 0.113 1.846 -0.302  0.16
O 1.610 0.253 -0.177  -0.10
H -1.716 -3.060 -0.685  0.18
O 3.065 1.931 0.446  0.08
O -3.571 -0.453 0.424  -0.34
H 1.101 -1.406 -3.927  0.21
S -2.232 -0.030 1.001  0.77
O -1.257 0.032 -1.490  -0.01
H 4.061 -0.064 2.199  0.10
O -1.029 -3.201 1.289  0.09
C -1.047 -2.656 0.151  -0.19
H 2.424 0.472 2.990  0.11
C -0.795 -0.290 -0.161  -0.51
H -0.572 -0.346 -2.098  0.09
O -2.037 -0.595 2.382  -0.32

The calculation puts the HOMO energy at -13.18 eV. As for the molar mass: 245.2 Da. The calculation puts the HOMO-LUMO gap at 0.2672 hartree. Its total charge is +1. The spin multiplicity is 1.